Density functional theory data (ωB97M-V with the def2-TZVPD basis set) for a 4-piece molecular cluster, C4H9FN3O8 overall in a non-equilibrium geometry.

Calculated values
Kohn-Sham gap: 7.1 eV
Electronic energy: -27854.5974 eV
Net charge: -1

CARTESIAN COORDINATES (ANGSTROEM)
O -0.97701 -0.54351 -2.67811
C -0.90660 0.72270 -2.69405
O -2.04955 1.48015 -2.67712
F 0.37465 1.36917 -2.68402
C 2.77391 -1.47901 -0.79281
N 3.29100 -0.31580 -1.55855
O 4.16676 0.36052 -1.03407
O 2.80121 -0.12204 -2.65336
H 3.29645 -1.53146 0.16073
H 1.70548 -1.32285 -0.64022
H 2.96241 -2.37287 -1.38642
C -3.50919 -1.64054 0.13791
N -2.09554 -1.51589 0.57417
O -1.88861 -1.06890 1.69699
O -1.24732 -1.86792 -0.22139
H -4.15630 -1.29206 0.94101
H -3.63217 -1.02429 -0.75336
H -3.69463 -2.69196 -0.07878
C 0.04539 2.54625 2.68074
N 0.84544 1.57967 1.88590
O 0.44094 1.30503 0.77340
O 1.85425 1.13199 2.41389
H -0.81498 2.85766 2.09095
H -0.27340 2.03886 3.59046
H 0.68738 3.39710 2.90611

=====

Density functional theory data (ωB97M-V with the def2-TZVPD basis set) for a 4-piece molecular cluster, C4H9FO overall in a non-equilibrium geometry.

Calculated values
Energy above the lowest of the compared OMol25 structures with the same formula, charge and spin: 155.0 kcal per mole
Kohn-Sham gap: 10.7 eV
Electronic energy: -9051.9353 eV
Net charge: 0

CARTESIAN COORDINATES (ANGSTROEM)
C -1.83542 -0.50843 -0.27279
C -0.89217 0.47697 0.27596
C 0.63573 0.47640 -0.31803
C 1.34229 -0.65443 0.30952
H -2.25187 -1.26292 0.98417
H -0.81477 -1.17447 -1.28584
H -3.17044 -0.17879 -0.90315
H -0.78909 0.44307 1.29613
H -1.09682 1.62532 0.00753
H 0.69984 0.31913 -1.33127
H 2.12577 1.33832 -0.24755
H 0.86997 -1.68483 0.36013
H 1.41058 -0.22101 1.36265
O 1.15646 1.69011 -0.02608
F 2.60994 -0.68444 -0.21139

=====

Density functional theory data (ωB97M-V with the def2-TZVPD basis set) for a 2-piece molecular cluster, C4H9FP overall in a non-equilibrium geometry.

Calculated values
Energy above the lowest of the compared OMol25 structures with the same formula, charge and spin: 36.6 kcal per mole
Kohn-Sham gap: 7.0 eV
Electronic energy: -16289.1061 eV
Net charge: +1

CARTESIAN COORDINATES (ANGSTROEM)
C -1.31779 -0.69300 1.20391
C -1.83002 -1.20095 -0.10505
C -2.82572 -0.31632 -1.02258
C 4.10724 1.47618 0.07338
F 3.29303 0.35759 0.49605
P 0.04609 -0.91097 -0.00726
H -1.48701 0.31800 1.61450
H -1.38794 -1.38264 2.04941
H -2.18576 -2.18252 -0.04526
H -3.63619 0.18679 -0.51207
H -3.16277 -0.94430 -1.80904
H -2.30200 0.40780 -1.67797
H 5.06026 0.98897 -0.07555
H 3.88157 2.21672 0.76758
H 3.74701 1.67864 -0.95006

=====

Density functional theory data (ωB97M-V with the def2-TZVPD basis set) for one molecule with the formula C4H9FS in a non-equilibrium geometry.

Calculated values
Energy above the lowest of the compared OMol25 structures with the same formula, charge and spin: 31.9 kcal per mole
Kohn-Sham gap: 9.8 eV
Electronic energy: -17845.5768 eV
Net charge: 0
SMILES: CSCCCF

CARTESIAN COORDINATES (ANGSTROEM)
C 2.54304 -0.30703 0.22410
S 0.87146 -1.00046 -0.23228
C 0.11134 0.73123 -0.51798
C -1.32346 0.67216 0.17410
C -1.92411 -0.71070 -0.05528
F -3.33322 -0.73677 -0.00582
H 3.09608 -1.28163 0.41069
H 2.58535 0.26248 1.14560
H 2.94551 0.24448 -0.58941
H 0.73175 1.36924 0.23541
H 0.09939 1.00770 -1.56015
H -1.18236 0.85578 1.29566
H -2.05259 1.38516 -0.11594
H -1.51432 -1.47171 0.69359
H -1.65385 -1.01992 -1.10229

=====

Density functional theory data (ωB97M-V with the def2-TZVPD basis set) for C4H9FeMgO4 as an isolated structure in a non-equilibrium geometry.

Calculated values
Energy above the lowest of the compared OMol25 structures with the same formula, charge and spin: 53.7 kcal per mole
Kohn-Sham gap (spin up / spin down): 6.0 / 6.4 eV
Electronic energy: -52311.9399 eV
Net charge: 0
Multiplicity: 6

CARTESIAN COORDINATES (ANGSTROEM)
O 2.25611 1.36897 -0.55506
Mg 3.70081 0.60242 0.59234
O 2.25185 -0.77181 0.71164
C 1.64451 -1.83143 0.08158
O 0.27074 -1.61048 -0.19660
C -0.03843 -0.49141 -1.06513
C -1.37411 0.03432 -0.61327
O -1.15376 0.82191 0.58594
C -2.29655 1.35569 1.21654
Fe 0.85586 0.71363 0.71322
H 1.74048 -2.72441 0.72243
H 2.09304 -2.02365 -0.91493
H -0.10463 -0.83156 -2.10758
H 1.80612 0.96206 -1.61823
H -2.08761 -0.76211 -0.33797
H -1.81737 0.69722 -1.37259
H -1.95688 2.01816 2.02009
H -2.89436 1.93745 0.49868
H -2.89582 0.53500 1.63892

=====

Density functional theory data (ωB97M-V with the def2-TZVPD basis set) for a 3-piece molecular cluster, C4H9I2N overall in a non-equilibrium geometry.

Calculated values
Energy above the lowest of the compared OMol25 structures with the same formula, charge and spin: 43.0 kcal per mole
Kohn-Sham gap (spin up / spin down): 6.7 / 6.0 eV
Electronic energy: -21978.8346 eV
Net charge: 0
Multiplicity: 3

CARTESIAN COORDINATES (ANGSTROEM)
C 0.20586 -0.77519 2.51542
C -1.39386 -1.82029 0.79831
C -1.17106 -1.07357 1.88960
C -1.10284 1.30510 0.41382
N -1.07314 2.28910 1.13824
I -1.98053 1.30418 -1.62058
I 0.96028 1.78739 -4.47854
H 0.96622 -0.88275 1.83387
H 0.33690 -1.36848 3.49483
H 0.28820 0.25730 2.76809
H -2.15138 -1.85524 0.06244
H -0.41118 -2.27437 0.51664
H -0.03075 1.25285 -3.48050
H -1.91116 -0.43237 2.39497
H -0.46133 0.41775 0.49612
H -1.81029 2.97893 1.07765

=====

Density functional theory data (ωB97M-V with the def2-TZVPD basis set) for a 2-piece molecular cluster, C4H9IN overall in a non-equilibrium geometry.

Calculated values
Energy above the lowest of the compared OMol25 structures with the same formula, charge and spin: 143.4 kcal per mole
Kohn-Sham gap (spin up / spin down): 3.8 / 8.2 eV
Electronic energy: -13871.6829 eV
Net charge: +1

CARTESIAN COORDINATES (ANGSTROEM)
C -0.71391 1.22597 0.37385
C -1.33178 0.00010 -0.38860
C -0.80577 -0.59292 -1.73887
C 2.74817 -0.38698 1.13189
N -0.48143 -0.11940 0.74781
I -3.46695 0.00310 -0.02524
H 0.12162 1.63986 -0.04688
H -1.42588 1.88164 0.90707
H -1.36293 -0.48134 -2.60970
H -0.77327 -1.67625 -1.70070
H 0.16939 0.02651 -1.87859
H 3.37449 0.32414 0.69525
H 1.79237 -0.08050 1.55920
H 2.91404 -1.43630 1.20422
H -0.75817 -0.32763 1.76930

=====

Density functional theory data (ωB97M-V with the def2-TZVPD basis set) for a 2-piece molecular cluster, C4H9IN2 overall in a non-equilibrium geometry.

Calculated values
Energy above the lowest of the compared OMol25 structures with the same formula, charge and spin: 100.6 kcal per mole
Kohn-Sham gap (spin up / spin down): 7.3 / 7.7 eV
Electronic energy: -15350.2373 eV
Net charge: +2

CARTESIAN COORDINATES (ANGSTROEM)
C -0.34091 -0.25775 0.16434
C -1.14230 -1.21767 0.04089
C -1.55809 0.28586 -0.53345
C 1.82938 0.88362 0.50853
N -1.57818 -2.54046 0.17218
N 1.63516 2.20630 -0.04203
I 3.35396 -0.28866 -0.48535
H -2.17773 0.89110 0.12308
H -1.61590 0.21815 -1.54500
H 2.06158 0.83086 1.55498
H -1.22792 -3.14834 -0.68898
H -2.60774 -2.62806 0.05898
H -1.19871 -2.90369 1.11745
H 1.00893 2.00459 -0.86508
H 1.05377 2.82930 0.53508
H 2.50469 2.83486 -0.11562

=====

Density functional theory data (ωB97M-V with the def2-TZVPD basis set) for C4H9INO2S as an isolated structure in a non-equilibrium geometry.

Calculated values
Energy above the lowest of the compared OMol25 structures with the same formula, charge and spin: 80.6 kcal per mole
Kohn-Sham gap: 7.8 eV
Electronic energy: -28802.5090 eV
Net charge: +1

CARTESIAN COORDINATES (ANGSTROEM)
C 0.31347 2.08562 0.19584
C 1.56217 -0.53313 -0.00188
C -1.67471 -2.80060 0.16618
C -1.03103 -1.50024 -0.29724
N 1.54145 2.94016 -0.01366
O -0.35894 2.10778 -0.86212
O -1.38238 -0.25555 0.33706
S 0.89569 -1.98587 -0.09040
I 3.52849 -0.15749 0.45365
H -0.98789 -3.57510 0.09993
H -1.83030 -2.67234 1.29587
H -2.57750 -3.15794 -0.22523
H -1.07338 -1.16526 -1.35229
H 1.56614 3.41574 -1.02669
H 1.38184 3.50801 0.81096
H 2.36623 2.28193 0.07440
H -1.17185 1.58210 -0.87490
H -1.06751 -0.11784 1.31052

=====

Density functional theory data (ωB97M-V with the def2-TZVPD basis set) for C4H9IO as an isolated structure in a non-equilibrium geometry.

Calculated values
Energy above the lowest of the compared OMol25 structures with the same formula, charge and spin: 75.9 kcal per mole
Kohn-Sham gap (spin up / spin down): 7.4 / 7.4 eV
Electronic energy: -14438.1134 eV
Net charge: 0

CARTESIAN COORDINATES (ANGSTROEM)
C -0.69002 0.96185 1.18069
C -1.28462 -0.37824 -0.89295
C 1.49153 -1.26683 -0.15382
C -0.40283 0.57799 -0.25777
O 0.36601 1.32349 -1.02445
I 3.04100 0.12425 0.04891
H 0.16661 0.87491 1.87402
H -1.43106 0.23107 1.77394
H -1.10885 1.92653 1.44650
H -2.34710 0.01749 -1.04957
H -0.85642 -0.61102 -1.93463
H -1.37861 -1.29503 -0.38325
H 1.37450 -1.70935 0.81167
H 1.72445 -2.12133 -0.86715
H 1.33541 1.34422 -0.57214

=====

Density functional theory data (ωB97M-V with the def2-TZVPD basis set) for C4H9InNaO4 as an isolated structure in a non-equilibrium geometry.

Calculated values
Energy above the lowest of the compared OMol25 structures with the same formula, charge and spin: 77.9 kcal per mole
Kohn-Sham gap (spin up / spin down): 5.7 / 5.7 eV
Electronic energy: -22062.6497 eV
Net charge: +1

CARTESIAN COORDINATES (ANGSTROEM)
O 1.57718 1.54939 -1.28761
In 2.78022 0.22975 -0.68226
O 3.06879 -1.19187 0.55082
C 1.91874 -1.50868 1.19294
O 0.78782 -0.72287 0.79251
C 0.38879 -0.81034 -0.61929
C -1.05794 -0.37527 -0.49559
O -1.12162 1.00228 -0.13124
C -2.42163 1.50765 0.05637
Na 0.83499 1.70348 0.86961
H 2.00901 -1.27838 2.27406
H 1.62515 -2.56662 1.01053
H 0.35273 -1.88338 -0.88860
H 0.60092 0.79766 -1.84544
H -1.54943 -0.90370 0.34559
H -1.53535 -0.51303 -1.48118
H -2.33575 2.58530 0.24273
H -3.04443 1.35473 -0.84015
H -2.87819 1.02392 0.93618

=====

Density functional theory data (ωB97M-V with the def2-TZVPD basis set) for a 2-piece molecular cluster, C4H9N overall.

Calculated values
Energy above the lowest of the compared OMol25 structures with the same formula, charge and spin: 34.6 kcal per mole
Kohn-Sham gap (spin up / spin down): 2.2 / 8.9 eV
Electronic energy: -5780.6871 eV
Net charge: -1
Multiplicity: 2

CARTESIAN COORDINATES (ANGSTROEM)
C -1.66010 2.87815 -3.55372
N -2.18805 2.02607 -2.74245
H -1.58009 2.59847 -4.60023
H -1.37081 3.90073 -3.27820
H -2.04909 2.25647 -1.75279
C 0.82828 -0.43166 1.94282
C 0.86046 -1.91382 2.20481
C 1.16036 -2.79034 1.25332
H 0.09369 -0.15397 1.18218
H 1.77669 -0.08488 1.53222
H 0.58078 0.16447 2.81885
H 0.80443 -2.20507 3.25097
H 1.31812 -3.83821 1.46480
H 1.42535 -2.40640 0.27742